# 1
This record from the Open Molecules 2025 dataset describes a molecular structure, BeFH12O6. The level of theory is ωB97M-V/def2-TZVPD.

Element x y z (Å)
F (0.0065, 0.3958, -0.2976)
O (-0.5405, 2.8012, 0.1880)
O (2.0337, 0.5349, -2.0347)
O (-1.3406, 0.0973, -2.6617)
O (-0.9615, 0.0498, 2.1773)
O (1.4723, -0.8227, 1.5160)
O (-0.8233, -2.1476, 0.4910)
Be (-0.1153, -0.5543, 0.8563)
H (-0.4145, -2.7228, -0.1327)
H (-0.6803, 0.9426, 2.4628)
H (2.1503, -1.4297, 1.1471)
H (2.0086, -0.0078, 1.4158)
H (-1.5218, -0.8575, -2.6592)
H (-1.6231, -2.5118, 0.9595)
H (-1.9059, 0.1967, 1.9835)
H (0.2236, 3.3500, 0.0239)
H (1.2609, 0.8572, -1.5877)
H (-0.8324, 0.3219, -1.8840)
H (1.9419, -0.4055, -1.8399)
H (-0.3385, 1.9123, -0.1238)

The LUMO energy comes out at -4.5411 eV. The calculation puts the HOMO energy at -14.02 eV. For the HOMO-LUMO gap, the calculation gives 9.48 eV. The charge is +1.

# 2
This record from the Open Molecules 2025 dataset describes 2 unconnected molecules or ions with the total composition C2H3I2P. The level of theory is ωB97M-V/def2-TZVPD.

Element x y z (Å)
I (0.7714, 1.2563, -2.1960)
I (-2.1023, -1.8311, -3.0006)
P (1.2220, 1.8896, 0.0736)
C (0.5797, 0.5540, 1.0453)
C (-0.1947, -0.5112, 0.6489)
H (0.7185, 0.6732, 2.2136)
H (-0.4068, -1.2748, 1.4507)
H (-0.5877, -0.7560, -0.2355)

The LUMO energy (spin up / spin down) comes out at -1.5642 / -3.3266 eV. The calculation puts the HOMO energy (spin up / spin down) at -9.61 / -8.08 eV. For the HOMO-LUMO gap (spin up / spin down), the calculation gives 8.04 / 4.75 eV.

# 3
This record from the Open Molecules 2025 dataset describes a molecular structure, C26H28FMnN7O9. The level of theory is ωB97M-V/def2-TZVPD.

Element x y z (Å)
Mn (-2.5472, 0.3491, 2.2347)
F (3.5799, -1.0187, -0.0669)
O (-3.5673, 1.0095, 0.8961)
O (1.6385, 0.2728, 7.1213)
O (-2.1293, -2.0178, 0.8697)
O (0.6890, 2.2304, 6.6655)
O (-4.6654, 0.8237, 4.2275)
O (-2.3394, 2.0188, 3.2020)
O (-1.1670, 3.0622, 4.8054)
O (-4.1137, 2.1294, -0.9336)
O (-0.9375, 0.5446, 1.2179)
N (-1.3852, -0.2756, 3.7911)
N (3.9615, -0.3554, -2.7743)
N (-0.4982, 1.5328, -2.7216)
N (-0.7755, -1.3848, 4.2174)
N (-2.9183, -1.4960, 1.6743)
N (-4.1584, -0.0269, 3.2918)
N (6.3885, -0.8402, -4.1559)
C (2.5710, -0.4247, -0.7282)
C (0.0663, -1.1074, 5.2237)
C (0.8545, 0.9302, 6.4954)
C (-3.2864, 1.5598, -0.2824)
C (2.7664, -0.0695, -2.0770)
C (-1.4229, 2.1084, -5.0337)
C (4.7628, 0.7636, -3.2456)
C (1.4130, -0.1609, -0.0657)
C (-1.6572, 1.7225, -2.0937)
C (-4.7184, -1.1636, 3.1162)
C (-4.0167, -2.0219, 2.1508)
C (-0.8686, 0.7822, -0.0400)
C (5.5516, -1.9754, -3.6200)
C (-1.9021, 1.3397, -0.7972)
C (-4.4896, -3.3687, 1.7304)
C (-1.4863, 2.0714, 4.1942)
C (-0.9195, 0.7261, 4.5285)
C (-0.3115, 1.1244, -5.2427)
C (0.5406, 0.8813, -2.0636)
C (0.0090, 0.2522, 5.4587)
C (4.7849, -1.4946, -2.4016)
C (-0.2899, 2.0555, -4.0649)
C (-5.9533, -1.5987, 3.8162)
C (1.7389, 0.5858, -2.7242)
C (0.3700, 0.5021, -0.7257)
C (5.5408, 0.3622, -4.4837)
H (6.9063, -1.1426, -4.9822)
H (0.4030, 1.3017, -6.0350)
H (-4.2920, 1.6945, 3.9938)
H (-3.9387, -3.6897, 0.8517)
H (-4.3346, -4.1033, 2.5249)
H (1.8565, 0.8484, -3.7662)
H (-1.4777, 2.9809, -5.6684)
H (4.1652, -2.3156, -2.0519)
H (-0.5355, 0.0827, -5.0525)
H (6.1963, 1.1586, -4.8284)
H (-5.5551, -3.3451, 1.5012)
H (-5.8621, -2.6380, 4.1307)
H (0.0068, 2.6173, 6.0693)
H (5.4925, -1.2502, -1.5973)
H (0.6552, -1.8611, 5.7219)
H (5.4660, 1.1001, -2.4671)
H (1.3049, -0.4316, 0.9757)
H (-2.4419, 2.2315, -2.6363)
H (6.2172, -2.8002, -3.3755)
H (-2.3859, 1.7099, -4.7450)
H (-0.9682, -2.2772, 3.7898)
H (-6.1669, -0.9671, 4.6713)
H (7.0847, -0.5785, -3.4533)
H (4.8763, -2.2738, -4.4188)
H (-6.7952, -1.5378, 3.1205)
H (4.8721, 0.0623, -5.2876)
H (0.4195, 2.8725, -4.0794)
H (4.1290, 1.6115, -3.4927)

As for the spin multiplicity: 4. The LUMO energy (spin up / spin down) comes out at -6.3762 / -6.0933 eV. The calculation puts the HOMO energy (spin up / spin down) at -13.61 / -13.80 eV. For the HOMO-LUMO gap (spin up / spin down), the calculation gives 7.23 / 7.71 eV. The charge is +2.

# 4
This record from the Open Molecules 2025 dataset describes C3H4N2O2 in the gas phase. The level of theory is ωB97M-V/def2-TZVPD.

Element x y z (Å)
O (1.6132, -0.7225, 0.1322)
O (-1.8221, -1.0714, 0.3722)
N (-0.1970, 0.5420, -2.5723)
N (0.3122, -0.1467, 0.6223)
C (-0.2309, 1.0695, -0.0295)
C (-0.2400, 0.8364, -1.4109)
C (-0.6504, -1.2856, 0.6702)
H (-0.1312, -2.2063, 0.8189)
H (2.3135, -0.2363, 0.6529)
H (-1.2842, 1.2574, 0.3564)
H (0.3170, 1.9634, 0.3875)

The structure (SMILES) is N#CCN(O)C=O. The LUMO energy comes out at 0.3147 eV. The calculation puts the HOMO energy at -10.40 eV. For the HOMO-LUMO gap, the calculation gives 10.71 eV.

# 5
This record from the Open Molecules 2025 dataset describes a molecular structure, C10H14BN7O2Sn. The level of theory is ωB97M-V/def2-TZVPD.

Element x y z (Å)
Sn (-0.7293, -0.5360, 1.0963)
O (0.7780, 0.7169, 4.5295)
O (0.7310, -0.3547, 2.6572)
N (-0.7491, 0.0507, -1.9047)
N (-0.1027, 1.5220, 0.6047)
N (-1.4586, -0.4716, -0.8397)
N (1.1750, -1.0333, 0.1303)
N (1.5600, -0.4819, -1.0610)
N (0.0419, 0.3417, 3.6296)
N (0.4888, 1.8030, -0.5978)
C (0.8189, 3.1072, -0.6489)
C (-2.6625, -0.8737, -1.2854)
C (-2.7326, -0.5882, -2.6558)
C (3.1248, -1.9425, -0.4850)
C (0.4156, 3.6967, 0.5511)
C (2.7461, -0.9958, -1.4339)
C (2.1194, -1.9387, 0.4814)
C (-1.5058, -0.0088, -3.0055)
C (-1.5128, -2.1118, 2.1009)
C (-0.1540, 2.6734, 1.3158)
B (0.6761, 0.6621, -1.6586)
H (-2.1714, -0.3534, 2.0118)
H (3.2328, -0.6367, -2.3291)
H (2.0118, -2.5354, 1.3849)
H (1.2873, 3.4673, -1.5520)
H (-1.0699, 0.4070, -3.9050)
H (0.4862, 4.7401, 0.8665)
H (4.0083, -2.5682, -0.4682)
H (-0.5986, 2.6602, 2.3058)
H (-3.3489, -1.3256, -0.5910)
H (-3.5992, -0.7832, -3.2819)
H (-0.5178, -2.6291, 1.9460)
H (1.1611, 1.0925, -2.6572)
H (-2.2960, -2.6626, 1.5608)
H (-1.6540, -2.1098, 3.1879)

The LUMO energy comes out at 0.4153 eV. The calculation puts the HOMO energy at -6.49 eV. For the HOMO-LUMO gap, the calculation gives 6.90 eV.

# 6
This record from the Open Molecules 2025 dataset describes C3H3N3O2 in the gas phase. The level of theory is ωB97M-V/def2-TZVPD.

Element x y z (Å)
O (2.3940, -0.1498, -0.2391)
O (1.6739, 2.0754, 0.1785)
N (-2.0224, 0.2038, -0.0784)
N (1.7542, -1.2709, -0.0094)
N (-0.9330, 0.7461, -0.0422)
C (0.4885, -1.0632, 0.2826)
C (1.4756, 0.9500, -0.0984)
C (0.2514, 0.2387, -0.0006)
H (-0.2675, -1.8029, 0.3848)
H (-2.8570, 0.8465, -0.1831)
H (-1.9578, -0.7736, -0.1948)

The structure (SMILES) is N/N=C1\C=NOC1=O. The LUMO energy comes out at -0.3885 eV. The calculation puts the HOMO energy at -8.70 eV. For the HOMO-LUMO gap, the calculation gives 8.31 eV.